# 1
{
  "formula": "C8H15N3",
  "method": "ωB97M-V with the def2-TZVPD basis set",
  "species": ["N", "H", "H", "C", "C", "C", "C", "H", "H", "C", "C", "C", "N", "C", "N", "H", "H", "H", "H", "H", "H", "H", "H", "H", "H", "H"],
  "coordinates": [[-3.691, -0.623, -0.523], [-3.236, -0.280, -1.494], [-4.198, -1.312, -0.840], [-2.585, -1.088, 0.212], [-1.697, -0.058, 0.427], [-0.887, 0.446, -0.539], [-0.031, 1.608, -0.109], [-0.584, 2.584, -0.052], [0.509, 2.071, -1.288], [1.175, 1.400, 0.767], [1.999, 0.561, 0.352], [2.043, -0.833, 0.676], [3.156, -1.701, -0.079], [3.612, -0.484, -0.783], [2.957, 0.543, -0.793], [4.302, -0.782, -1.405], [3.490, -2.632, 0.171], [1.575, -1.513, 1.620], [1.823, 2.464, 0.864], [0.649, 1.214, 1.843], [-1.507, 0.789, -1.536], [-0.321, -0.215, -0.728], [-2.351, 1.076, 0.939], [-1.162, -0.120, 1.600], [-2.040, -1.693, -0.455], [-2.999, -1.423, 1.150]],
  "atomic_forces_ev_per_a": [[2.64, 6.35, -2.95], [-1.64, -0.47, 2.70], [-3.67, -4.84, -1.75], [-2.27, -1.82, 0.24], [-1.42, 6.69, 11.52], [-4.70, 10.51, -2.69], [1.08, 4.32, -6.10], [0.18, -1.15, 1.20], [-1.19, -1.74, 3.10], [-8.15, 11.80, 6.68], [10.02, -16.39, -5.17], [0.47, -3.06, 2.75], [-3.96, 7.35, 1.59], [-0.82, -6.32, 1.65], [-2.54, 5.15, 2.35], [3.96, -0.43, -3.64], [0.11, 0.92, -0.04], [0.98, 2.45, -2.80], [-2.09, -2.22, -0.08], [1.97, 0.07, -2.07], [1.55, -0.89, 2.29], [7.90, -8.98, -3.81], [1.07, -3.18, -1.57], [-0.73, -0.51, -3.53], [0.81, -2.53, -0.02], [0.44, -1.09, 0.16]],
  "lowdin_charge": [0.018, 0.135, -0.012, -0.376, -0.337, -0.313, -0.197, 0.110, 0.192, -0.290, -0.384, 0.007, 0.073, -0.272, 0.130, 0.057, 0.107, 0.152, 0.199, 0.175, 0.187, 0.002, 0.208, 0.178, 0.119, 0.131],
  "charge": 0,
  "e_lumo_ev": 0.92,
  "homo_energy_ev": -8.6,
  "largest_force_ha_per_bohr": 0.3869,
  "homo_lumo_gap_ev": 9.527,
  "relative_energy_kj_mol": 1064.6,
  "multiplicity": 1
}


# 2
{
  "formula": "C8H15N3O5",
  "method": "ωB97M-V with the def2-TZVPD basis set",
  "species": ["C", "C", "C", "C", "C", "C", "C", "C", "H", "H", "H", "H", "H", "H", "H", "H", "H", "H", "H", "H", "H", "H", "H", "N", "N", "N", "O", "O", "O", "O", "O"],
  "coordinates": [[-0.216, 1.609, 1.844], [-0.264, 1.181, 0.447], [1.210, 2.055, 2.167], [-0.342, -1.125, -0.347], [-1.095, -1.819, 0.688], [0.293, -1.936, -1.565], [-0.047, -1.228, -2.885], [0.761, 0.158, -2.820], [-0.036, -0.022, 3.067], [-1.294, 0.006, 2.009], [-0.885, 2.479, 1.787], [1.780, 1.205, 1.644], [1.253, 3.036, 1.612], [1.001, 1.731, 4.149], [0.780, -0.445, 1.161], [-1.224, -0.625, -0.753], [-0.180, -2.962, -1.532], [1.378, -2.105, -1.427], [0.294, -1.821, -3.788], [-1.126, -1.104, -3.021], [-0.809, 1.010, -3.974], [0.338, 1.997, -3.330], [-0.917, -2.876, 2.243], [-0.732, 0.573, 2.659], [0.368, -0.078, 0.358], [0.077, 1.112, -3.523], [-0.954, 1.643, -0.454], [1.400, 2.361, 3.575], [-2.339, -1.869, 0.675], [1.895, 0.159, -2.418], [-0.368, -2.302, 1.751]],
  "atomic_forces_ev_per_a": [[0.00, 3.00, 0.38], [-0.26, -2.27, -1.91], [-1.09, 0.15, -0.19], [-0.28, 0.85, -2.16], [-3.22, -1.98, 1.52], [-0.81, -1.11, 1.16], [1.48, 0.17, 0.17], [-2.14, -2.90, -2.55], [0.41, -0.32, 0.07], [-0.10, 0.08, 1.36], [-0.03, -0.01, 0.87], [0.59, 1.58, 1.53], [0.89, -1.10, 0.61], [-0.64, -0.97, 0.38], [0.88, -0.16, 1.45], [0.42, 0.30, -0.76], [0.39, 0.96, -0.11], [-0.56, 0.39, -0.13], [-0.03, 0.70, 1.07], [0.15, 0.19, 0.29], [-0.26, -0.55, 0.39], [1.06, 3.63, 0.34], [-1.23, -0.92, 1.09], [-1.49, -0.46, 0.19], [-0.46, 0.75, -2.85], [0.55, -2.06, 0.27], [1.04, -0.29, 0.94], [0.99, 0.55, -2.28], [3.03, -0.31, 0.33], [-0.11, 1.10, 0.50], [0.84, 0.99, -1.95]],
  "lowdin_charge": [-0.374, -0.423, -0.161, -0.236, -0.455, -0.110, -0.106, -0.522, 0.077, 0.080, 0.157, 0.139, 0.150, 0.055, 0.090, 0.141, 0.128, 0.120, 0.131, 0.105, 0.105, 0.058, 0.105, 0.098, 0.112, 0.183, 0.101, -0.039, 0.102, 0.074, 0.113],
  "charge": 0,
  "e_lumo_ev": 0.34,
  "homo_energy_ev": -9.8,
  "largest_force_ha_per_bohr": 0.0859,
  "homo_lumo_gap_ev": 10.113,
  "relative_energy_kj_mol": 265.3,
  "multiplicity": 1
}


# 3
{
  "formula": "C8H15N3O5",
  "method": "ωB97M-V with the def2-TZVPD basis set",
  "species": ["C", "C", "C", "C", "C", "C", "C", "C", "H", "H", "H", "H", "H", "H", "H", "H", "H", "H", "H", "H", "H", "H", "H", "N", "N", "N", "O", "O", "O", "O", "O"],
  "coordinates": [[-0.367, 2.329, -0.586], [0.392, 0.999, -0.566], [-0.417, 2.967, 0.805], [-0.874, 1.949, 1.877], [0.197, -1.396, -1.111], [-0.582, -2.236, -2.115], [0.182, -1.922, 0.357], [1.296, -2.972, 0.580], [-1.791, 2.667, -2.095], [-2.346, 2.514, -0.534], [0.165, 3.011, -1.221], [-1.097, 3.875, 0.899], [1.477, 2.806, 0.830], [-0.046, 1.304, 2.225], [-1.678, 1.410, 1.398], [-1.224, 2.422, 2.796], [-1.167, 0.143, -1.556], [1.226, -1.335, -1.427], [-0.803, -2.379, 0.549], [0.321, -1.077, 1.056], [2.615, -3.644, 1.873], [1.797, -2.263, 2.470], [0.490, -3.696, -1.593], [-1.698, 2.179, -1.215], [-0.280, -0.015, -1.084], [1.964, -2.925, 1.721], [1.555, 0.870, -0.144], [0.909, 3.499, 1.007], [-1.565, -1.771, -2.634], [1.561, -3.799, -0.286], [-0.215, -3.516, -2.275]],
  "atomic_forces_ev_per_a": [[-1.10, 0.26, -0.95], [1.15, 0.00, -0.02], [0.72, 0.85, 0.87], [0.87, 0.60, 0.13], [0.89, 1.06, 0.96], [-1.09, -0.33, 0.44], [0.30, -0.53, 0.00], [-1.26, 0.80, -0.93], [0.01, 0.17, 0.23], [-0.93, 0.24, -0.13], [0.78, 0.26, -0.08], [0.68, -1.14, -0.71], [2.28, -2.52, -0.59], [-0.40, 0.03, -0.66], [-0.34, -0.65, 0.30], [-0.19, 0.20, -0.26], [0.03, 0.22, 0.30], [0.59, -0.24, -0.15], [0.36, 0.03, 0.13], [-0.07, -0.37, -0.47], [0.94, -0.85, 0.26], [-0.08, -0.19, -0.51], [0.11, -0.29, -0.26], [0.54, -0.51, 0.61], [-1.25, -1.55, -0.93], [-0.33, 0.88, 1.04], [-0.88, 0.50, 0.21], [-2.77, 2.19, 1.13], [0.27, -0.08, -0.37], [-0.06, -0.13, -0.12], [0.20, 1.12, 0.52]],
  "lowdin_charge": [-0.253, -0.449, -0.353, -0.030, -0.181, -0.470, -0.010, -0.497, 0.089, 0.063, 0.149, 0.164, 0.017, 0.087, 0.074, 0.078, 0.126, 0.156, 0.145, 0.110, 0.106, 0.127, 0.070, 0.063, 0.114, 0.201, 0.039, -0.016, 0.115, 0.045, 0.122],
  "charge": 0,
  "e_lumo_ev": 0.45,
  "homo_energy_ev": -9.6,
  "largest_force_ha_per_bohr": 0.0721,
  "homo_lumo_gap_ev": 10.070,
  "relative_energy_kj_mol": 0.0,
  "multiplicity": 1
}


# 4
{
  "formula": "C8H15N4P",
  "method": "ωB97M-V with the def2-TZVPD basis set",
  "species": ["C", "C", "C", "C", "C", "C", "C", "C", "N", "N", "N", "N", "P", "H", "H", "H", "H", "H", "H", "H", "H", "H", "H", "H", "H", "H", "H", "H"],
  "coordinates": [[1.286, -1.347, 1.009], [1.224, 0.008, 1.098], [0.350, -1.778, -0.035], [0.331, 0.485, 0.133], [-2.179, -2.841, -1.642], [0.059, -3.049, -0.557], [1.171, 5.575, 1.583], [0.435, 4.230, 1.543], [-0.216, -0.561, -0.461], [0.781, -4.142, -0.231], [-3.036, -3.121, -2.550], [-0.939, -3.211, -1.669], [0.120, 3.651, -0.133], [1.890, -2.066, 1.492], [1.771, 0.620, 1.726], [-2.515, -2.172, -0.827], [1.983, 5.588, 2.387], [1.651, 5.692, 0.663], [0.710, 6.440, 1.885], [-0.415, 4.173, 2.128], [0.884, 3.294, 2.088], [-0.870, -0.591, -1.192], [1.322, -3.935, 0.590], [0.248, -4.983, -0.298], [-3.988, -2.822, -2.352], [-2.861, -3.805, -3.278], [-0.457, -3.512, -2.505], [1.261, 4.180, -0.594]],
  "atomic_forces_ev_per_a": [[-0.92, -0.65, -1.07], [0.05, -2.02, -0.41], [-0.29, -0.96, 0.05], [-1.12, 2.36, -0.85], [-0.32, 1.27, 1.31], [-0.12, 2.94, -0.02], [2.77, -2.43, 2.28], [1.51, -1.37, 0.12], [0.55, -0.90, 0.13], [-1.10, 1.11, -0.71], [-1.38, -0.22, -0.40], [3.45, -0.16, 1.72], [-2.32, -1.40, 0.91], [0.70, -0.23, 0.84], [1.05, 0.94, 1.16], [0.20, -0.78, -0.19], [-0.69, -0.58, -1.15], [0.91, 0.72, -1.31], [-2.27, 1.72, 0.14], [-2.46, 0.40, 0.86], [0.40, 1.48, -1.04], [-0.70, 0.85, -1.01], [0.43, -0.84, 0.22], [0.21, -0.98, 0.35], [0.11, -0.18, -0.59], [-0.15, 0.15, -0.14], [-0.41, -0.51, -0.38], [1.91, 0.27, -0.82]],
  "lowdin_charge": [0.041, -0.081, -0.168, -0.069, -0.154, -0.175, -0.129, -0.522, 0.040, 0.201, 0.239, 0.156, 1.126, 0.108, 0.079, 0.190, 0.120, 0.025, 0.053, 0.039, 0.127, 0.111, 0.120, 0.127, 0.165, 0.166, 0.187, -0.122],
  "charge": 2,
  "e_lumo_ev": [-8.09, -8.09],
  "homo_energy_ev": [-15.0, -15.0],
  "largest_force_ha_per_bohr": 0.0843,
  "homo_lumo_gap_ev": [6.902, 6.904],
  "relative_energy_kj_mol": 120.5,
  "multiplicity": 1
}